(1)
ORCA calculation (wB97M-V/def2-TZVPD) on a 2-piece molecular cluster, C18H28N2O5 overall.

Each line ends with the natural charge from an NBO analysis.
Positions of all 53 atoms, in Å:
O -3.67 -6.64 5.56  -0.38
O -0.22 0.82 -5.54  -0.54
O -0.74 -0.43 1.67  -0.55
O -3.59 -6.50 3.42  -0.38
O 0.15 1.61 1.97  -0.56
N -3.46 -6.04 4.53  0.52
N 4.27 3.57 1.31  -0.62
C -2.85 -4.08 5.90  -0.22
C 2.49 1.93 1.74  -0.49
C -0.25 1.82 -3.38  -0.41
C -0.21 2.74 -0.98  -0.39
C -0.22 -1.45 -6.40  -0.63
C -2.39 -2.59 3.58  -0.21
C -2.21 -2.02 4.84  -0.18
C -3.02 -4.63 4.64  0.09
C 4.04 1.83 -0.31  -0.69
C 0.37 -0.06 -6.49  -0.06
C 0.50 0.92 -4.33  -0.05
C 1.18 1.80 0.95  0.11
C -2.80 -3.91 3.48  -0.21
C 0.15 1.58 -1.92  -0.41
C -0.86 0.75 1.66  0.67
C 0.83 3.01 0.11  -0.44
C 3.62 2.54 0.96  0.32
C -2.44 -2.76 5.99  -0.21
H 5.03 1.38 -0.15  0.24
H 2.28 2.52 2.64  0.22
H 1.46 -0.09 -6.34  0.16
H -2.95 -4.38 2.52  0.25
H -0.13 -1.84 -5.38  0.20
H -1.19 2.56 -0.52  0.19
H 4.14 2.54 -1.12  0.24
H 1.73 3.42 -0.36  0.22
H -1.32 1.62 -3.52  0.22
H 1.51 1.32 -4.53  0.16
H 0.31 -2.14 -7.07  0.21
H -1.81 1.26 1.42  0.11
H 1.23 1.39 -1.88  0.19
H 0.19 0.38 -7.47  0.18
H 1.19 0.88 0.36  0.19
H -1.28 -1.44 -6.66  0.21
H -0.08 2.87 -3.65  0.20
H -1.88 -0.99 4.92  0.22
H -2.21 -2.01 2.69  0.24
H 0.44 3.77 0.79  0.23
H 0.63 -0.08 -3.87  0.16
H 3.35 1.04 -0.60  0.21
H -0.33 3.66 -1.57  0.21
H -2.29 -2.32 6.96  0.22
H 3.91 3.95 2.18  0.33
H -3.03 -4.68 6.78  0.25
H -0.33 0.66 -1.59  0.21
H 2.79 0.93 2.06  0.23

Computed properties:
F_max = 0.5 eV/Å
ΔE to the lowest compared entry with this formula, charge and spin = 0.0 kcal per mole
calculated total energy = -1188.26120 Ha
lowest unoccupied orbital energy = -0.263 eV
Kohn-Sham gap = 0.3541 Eh

---

(2)
ORCA calculation (wB97M-V/def2-TZVPD) on C12H22HgO10P as an isolated structure.

Each line ends with the natural charge from an NBO analysis.
Positions of all 46 atoms, in Å:
Hg 0.65 0.65 -0.09  1.62
P 1.10 3.48 -0.13  2.52
O 1.68 0.16 -4.49  -0.55
O 0.97 -0.04 -2.30  -0.56
O 0.45 2.60 0.97  -1.31
O -2.33 -1.38 2.92  -0.51
O -0.41 -0.53 1.77  -0.50
O 1.75 2.35 -0.83  -1.33
O -1.68 1.22 -0.54  -0.91
O 2.12 4.47 0.39  -1.29
O 2.74 0.59 1.15  -0.89
O -0.12 4.18 -0.72  -1.27
C -2.89 0.63 -1.01  -0.07
C -0.18 1.28 -5.14  -0.43
C 1.11 0.69 -5.71  -0.06
C 0.03 1.73 -3.73  -0.57
C -2.60 -2.43 3.77  -0.08
C -2.65 -0.67 -1.63  -0.64
C -0.15 -2.08 3.80  -0.55
C 2.89 -0.99 3.12  -0.64
C 3.55 -0.13 2.05  -0.06
C 0.92 0.52 -3.35  0.85
C -0.91 -1.20 2.73  0.79
C -1.31 -2.64 4.59  -0.48
H -0.93 1.75 -3.21  0.29
H -3.40 -2.26 4.49  0.16
H -1.90 -1.22 -1.07  0.21
H 4.13 0.69 2.46  0.13
H -2.81 -3.35 3.22  0.15
H 1.94 1.27 -6.12  0.16
H 0.95 -0.02 -6.52  0.15
H 2.30 -1.77 2.64  0.17
H -2.11 -0.50 -2.56  0.17
H 4.26 -0.81 1.57  0.06
H -0.93 0.49 -5.19  0.20
H -3.54 1.34 -1.52  0.11
H 2.26 -0.36 3.75  0.19
H 0.45 2.69 -3.44  0.31
H -0.60 2.05 -5.79  0.19
H -1.03 -3.68 4.77  0.19
H -3.48 0.36 -0.13  0.08
H 0.59 -1.43 4.26  0.27
H -3.55 -1.25 -1.86  0.14
H 0.49 -2.82 3.32  0.24
H -1.45 -2.22 5.59  0.20
H 3.64 -1.45 3.76  0.15

Computed properties:
charge = -3
F_max = 7.9 eV/Å
ΔE to the lowest compared entry with this formula, charge and spin = 71.8 kcal per mole
calculated total energy = -1717.26799 Ha
lowest unoccupied orbital energy = 6.135 eV
Kohn-Sham gap = 0.0584 Eh

---

(3)
ORCA calculation (wB97M-V/def2-TZVPD) on a 13-piece molecular cluster, C37H104F3N16O15S overall.

Each line ends with the Löwdin charge.
Positions of all 176 atoms, in Å:
S -0.19 0.69 1.73  0.55
F 0.80 -1.24 0.22  0.15
F -0.96 -0.28 -0.60  0.12
F -1.18 -1.66 1.02  0.11
O 0.00 -4.88 3.46  -0.17
O -6.07 0.16 3.65  0.01
O -0.15 -1.48 5.91  0.01
O -0.08 1.93 0.99  -0.30
O 1.05 0.35 2.41  -0.33
O -3.74 1.75 -1.78  -0.20
O 3.41 3.07 -3.60  -0.18
O 1.12 7.63 1.89  -0.18
O -1.64 -0.57 -5.12  -0.21
O 4.69 -2.47 2.56  -0.24
O -4.16 -3.37 -1.76  -0.16
O 3.89 -2.68 -2.75  -0.15
O -1.39 0.61 2.54  -0.35
O 5.42 2.14 1.62  0.01
O 2.37 1.09 7.27  -0.02
N -5.10 5.22 -2.02  0.03
N -1.63 1.64 -8.12  0.04
N 3.11 2.26 1.79  0.17
N 0.94 -3.15 -4.93  0.04
N 1.65 0.56 5.16  0.17
N -0.57 -4.16 -2.51  0.05
N -2.33 -1.91 6.38  0.16
N -1.75 -0.71 4.46  0.14
N 0.61 -6.23 0.05  0.03
N -4.52 1.83 3.33  0.16
N 1.46 4.05 -0.66  0.06
N 1.04 4.66 2.60  0.05
N 3.46 -3.11 5.93  0.05
N 4.19 0.27 2.06  0.17
N 3.38 2.09 5.48  0.15
N -3.90 -0.38 3.18  0.12
C -0.08 5.66 2.67  -0.41
C 4.33 -2.83 1.23  -0.09
C -0.38 -0.71 0.52  -0.64
C -1.53 -6.31 1.32  -0.05
C 0.45 7.02 2.99  -0.22
C 1.35 -1.22 -3.49  -0.05
C -3.79 3.12 -2.09  -0.21
C 4.32 1.62 1.76  -0.66
C 0.97 2.20 -2.16  -0.05
C 0.63 -5.37 2.29  -0.21
C -1.13 0.17 -6.22  -0.22
C -2.98 -0.45 -7.82  -0.04
C 2.05 3.15 -1.65  -0.44
C 4.32 -2.52 4.90  -0.44
C 2.67 3.95 -2.78  -0.22
C -2.46 -4.18 -4.07  -0.04
C 1.65 8.86 2.27  -0.15
C -4.32 -2.05 -2.23  -0.10
C 1.99 -2.37 -4.24  -0.42
C 4.79 -3.63 -2.25  -0.12
C 2.43 1.27 6.05  -0.66
C 5.70 -3.14 5.02  -0.08
C 3.72 -2.82 3.52  -0.20
C -5.10 3.78 -1.69  -0.45
C -6.30 3.14 -2.37  -0.07
C -0.98 5.14 3.81  -0.06
C -0.51 -3.55 3.30  -0.08
C 4.15 3.74 -4.56  -0.14
C -2.85 -3.80 -1.55  -0.20
C -4.92 0.51 3.41  -0.64
C 2.80 -3.31 -3.37  -0.23
C -2.00 0.26 -4.03  -0.10
C -2.22 0.69 -7.14  -0.45
C -0.24 -5.53 1.04  -0.44
C -1.92 -3.63 -2.75  -0.42
C -3.43 1.39 -0.45  -0.09
C -1.33 -1.40 5.58  -0.65
H -3.29 -1.87 6.12  0.09
H -7.18 3.73 -2.08  0.08
H 2.13 -3.71 -2.59  0.12
H -1.24 -3.38 4.08  0.08
H -0.63 5.58 1.73  0.14
H 5.22 -3.24 -1.32  0.06
H 2.18 4.53 -0.14  0.06
H 1.37 -4.61 1.99  0.11
H -1.10 0.80 -3.68  0.08
H -0.46 -4.58 0.55  0.10
H -0.53 -0.59 -6.75  0.13
H 0.87 9.55 2.60  0.09
H -2.75 -0.67 4.37  0.03
H 3.24 -2.71 1.16  0.08
H -1.04 -3.45 2.35  0.06
H -2.89 1.16 -6.39  0.12
H 1.70 5.08 1.93  0.05
H -0.34 4.75 4.61  0.08
H -5.30 5.33 -3.01  0.06
H 1.13 -6.30 2.56  0.13
H 0.72 1.49 -1.38  0.05
H -5.16 2.51 3.69  0.10
H -1.56 2.51 -7.59  0.07
H 0.23 -2.48 -5.23  0.04
H -1.64 4.37 3.43  0.06
H -0.41 0.93 -5.88  0.12
H 2.87 2.53 -1.26  0.14
H -2.88 3.63 -1.74  0.13
H -3.54 2.02 3.26  0.08
H -6.51 2.16 -1.96  0.08
H 0.11 2.83 -2.40  0.08
H -5.24 3.66 -0.61  0.13
H 4.57 -3.89 1.09  0.09
H -1.76 -2.57 -2.97  0.11
H 3.58 2.03 4.50  0.07
H 4.61 3.04 -5.25  0.09
H 5.75 -4.21 4.81  0.08
H 0.76 -7.17 0.42  0.07
H -2.41 1.92 -8.71  0.06
H 2.72 -1.99 -4.97  0.14
H -1.14 -0.04 4.03  0.05
H 3.03 -4.20 -3.98  0.13
H 4.79 -2.17 0.51  0.07
H 2.12 9.34 1.41  0.09
H 2.80 -2.23 3.38  0.12
H 1.33 1.65 -3.02  0.06
H -1.96 -2.18 7.27  0.10
H -0.70 -5.15 -2.27  0.07
H -2.82 0.94 -4.25  0.08
H -3.72 3.14 -3.19  0.12
H -1.53 5.96 4.28  0.07
H 0.62 -1.61 -2.76  0.07
H 0.73 3.87 2.03  0.02
H 1.00 3.45 0.03  0.02
H -0.14 -3.73 -1.69  0.07
H 5.01 -0.27 1.87  0.08
H 6.17 -2.90 5.98  0.07
H -4.23 1.73 0.23  0.08
H 0.88 -0.47 -4.12  0.06
H 5.69 -3.83 -2.85  0.09
H -3.38 -3.63 -4.28  0.07
H 3.09 3.26 1.71  0.07
H 0.05 -6.39 -0.78  0.04
H 0.33 -2.86 3.38  0.09
H 1.52 0.85 4.21  0.04
H -1.71 -4.00 -4.84  0.07
H 4.32 -4.57 -1.95  0.09
H 3.34 4.71 -2.35  0.13
H -2.25 -0.31 -3.13  0.06
H 1.01 -0.11 5.58  0.05
H 0.48 -3.55 -4.09  0.02
H -2.22 -1.17 -8.14  0.08
H -2.21 -5.71 1.93  0.08
H -6.27 3.14 -3.46  0.08
H 4.00 2.46 6.17  0.09
H 1.14 6.94 3.83  0.14
H 2.27 1.75 2.07  0.04
H 2.42 8.77 3.05  0.09
H -1.28 -7.22 1.85  0.08
H 3.91 -2.84 6.80  0.07
H 6.39 -2.68 4.31  0.07
H 1.87 4.42 -3.37  0.13
H 3.52 4.42 -5.15  0.09
H 3.29 -0.16 2.16  0.06
H 2.56 -2.64 5.94  0.06
H -2.36 -3.33 -0.69  0.11
H -3.93 -1.33 -1.50  0.08
H 3.55 -3.90 3.47  0.13
H -2.76 -5.23 -4.11  0.08
H -4.21 -1.32 3.02  0.12
H -2.98 -0.01 2.94  0.04
H -3.41 0.30 -0.37  0.06
H -5.39 -1.86 -2.31  0.10
H 2.05 -0.65 -2.86  0.08
H -2.95 -4.87 -1.35  0.12
H -0.41 7.67 3.23  0.13
H -2.46 1.79 -0.14  0.08
H 4.93 4.39 -4.14  0.09
H 4.46 -1.44 4.98  0.14
H -3.61 -0.94 -7.08  0.08
H -3.49 -0.07 -8.70  0.07
H -4.20 5.64 -1.84  0.07
H -2.06 -6.46 0.38  0.06
H -3.89 -1.84 -3.21  0.07

Computed properties:
charge = -1
F_max = 4.2 eV/Å
ΔE to the lowest compared entry with this formula, charge and spin = 0.0 kcal per mole
calculated total energy = -4174.74539 Ha
lowest unoccupied orbital energy = 1.923 eV
Kohn-Sham gap = 0.3261 Eh

---

Question: Which formula does entry 2 have?
Answer: C12H22HgO10P

---

Question: Which formula does entry 1 have?
Answer: C18H28N2O5